{"formula": "C31H32N5S2TeZr", "method": "wB97M-V/def2-TZVPD", "spin_multiplicity": 1, "energy_ev": -70338.5527, "homo_ev": -14.9, "max_force_ha_per_bohr": 0.0327, "homo_lumo_gap_ev": 4.96, "charge": 3, "e_above_lowest_ev": 1.6033, "elements": ["Zr", "C", "C", "C", "C", "C", "C", "C", "C", "C", "C", "H", "H", "H", "H", "H", "H", "H", "H", "H", "H", "H", "H", "H", "H", "N", "C", "C", "C", "C", "C", "C", "S", "N", "C", "C", "C", "C", "C", "C", "N", "H", "H", "H", "H", "H", "H", "H", "H", "H", "Te", "C", "C", "C", "C", "S", "H", "H", "H", "N", "C", "C", "C", "N", "C", "C", "H", "H", "H", "H", "H", "H"], "positions_angstrom": [[-0.247216, 0.010045, -0.064846], [0.000838, 3.311418, -3.431705], [0.591523, 3.249432, -2.024456], [1.843496, 2.355432, -1.997474], [-0.360089, 2.701645, -0.981500], [-1.584001, 2.093188, -1.310695], [-2.398472, 1.534753, -0.322397], [-2.064066, 1.639432, 1.042999], [-3.029296, 1.169832, 2.086766], [-0.897230, 2.345361, 1.377327], [-0.045153, 2.830742, 0.382449], [0.712257, 3.779748, -4.104131], [-0.896728, 3.922806, -3.445864], [-0.221756, 2.320558, -3.823362], [0.882813, 4.266917, -1.736076], [1.552770, 1.297505, -2.108005], [2.407372, 2.494345, -1.075130], [2.505413, 2.614373, -2.819616], [-1.960265, 2.141710, -2.324246], [-3.388019, 1.162120, -0.586282], [-3.798590, 1.934895, 2.216603], [-2.557682, 1.032088, 3.058885], [-3.539029, 0.251723, 1.783528], [-0.718799, 2.612535, 2.415087], [0.806293, 3.436545, 0.671986], [1.226076, -1.984546, -3.556398], [0.754931, -1.358578, -4.727418], [1.400758, -1.567724, -5.940304], [0.951623, -0.917043, -7.080346], [-0.127586, -0.050307, -7.021164], [-0.790270, 0.154621, -5.816397], [-0.347772, -0.504850, -4.686412], [-1.201005, -0.331785, -3.135997], [0.140885, -0.555601, -2.044972], [0.987928, -1.554107, -2.312262], [1.533530, -2.242756, -1.143390], [2.429344, -3.317244, -1.192233], [2.735656, -3.994919, -0.026210], [2.110722, -3.615482, 1.161886], [1.224163, -2.561127, 1.140567], [0.941094, -1.859860, 0.027838], [1.860026, -2.759486, -3.700670], [2.260189, -2.219957, -5.988015], [1.448980, -1.092449, -8.020427], [-0.471970, 0.462560, -7.905846], [-1.662812, 0.787906, -5.768168], [2.886796, -3.628326, -2.119193], [3.426472, -4.822830, -0.031635], [2.310103, -4.132875, 2.085963], [0.689593, -2.267007, 2.038835], [-2.229306, -1.976462, -0.491154], [-2.436991, -2.897706, 1.386111], [-2.256130, -2.350166, 2.634357], [-2.669987, -3.208325, 3.663589], [-3.158796, -4.392716, 3.186160], [-3.116617, -4.488199, 1.486138], [-1.850435, -1.354379, 2.782873], [-2.627970, -2.961438, 4.708485], [-3.546063, -5.214868, 3.753013], [4.225685, 0.987699, 4.281279], [3.278510, 0.757982, 3.390899], [1.935553, 0.485163, 3.762523], [0.989003, 0.290279, 2.797256], [1.242611, 0.342886, 1.465586], [2.536307, 0.539969, 1.107713], [3.549810, 0.757209, 1.997133], [4.032712, 0.982199, 5.271671], [5.176323, 1.156800, 3.988522], [1.662974, 0.429162, 4.804581], [-0.042187, 0.067207, 3.076704], [2.745688, 0.500214, 0.037567], [4.553899, 0.921946, 1.642407]], "forces_ev_per_angstrom": [[-1.22, 0.55, 0.16], [0.04, 0.13, 0.27], [0.10, -0.25, -0.19], [0.00, 0.11, -0.08], [0.12, 0.12, 0.11], [-0.28, 0.11, 0.21], [-0.39, 0.47, -0.06], [-0.11, 0.18, 0.08], [-0.18, -0.01, 0.04], [-0.31, 0.12, -0.30], [-0.32, 0.16, -0.10], [0.11, 0.04, -0.06], [-0.18, 0.03, -0.08], [-0.05, -0.09, -0.03], [-0.08, -0.16, 0.12], [0.23, 0.40, -0.05], [0.02, -0.05, 0.07], [0.08, -0.02, -0.08], [0.21, -0.14, 0.11], [0.34, -0.18, 0.03], [-0.02, 0.01, 0.00], [0.02, -0.05, -0.01], [0.09, 0.05, 0.04], [0.17, -0.31, -0.05], [0.15, -0.21, -0.03], [-0.14, 0.23, 1.31], [-0.30, 0.52, -0.82], [-0.05, 0.05, 0.29], [-0.01, 0.00, 0.00], [-0.10, -0.08, 0.10], [0.13, -0.10, 0.00], [0.15, 0.02, 0.55], [0.27, -0.44, -0.83], [0.13, -0.17, -0.78], [-0.13, -0.24, -1.19], [0.36, -0.81, 0.80], [-0.40, 0.67, -0.08], [-0.25, 0.09, 0.50], [0.19, -0.15, -0.52], [-0.24, 0.37, -0.01], [1.08, -1.09, -0.69], [-0.06, -0.03, 0.12], [0.11, -0.10, -0.05], [0.09, 0.00, -0.08], [-0.01, -0.02, -0.10], [-0.04, 0.15, 0.00], [0.04, 0.02, -0.08], [0.10, -0.08, -0.06], [-0.04, -0.08, 0.09], [0.13, -0.04, -0.07], [-0.34, 0.03, 0.59], [0.00, -0.07, -0.16], [0.20, 0.15, -0.73], [-0.16, -0.52, 0.23], [0.13, 0.23, 0.06], [0.27, 0.66, 0.09], [-0.16, -0.03, 0.09], [0.00, -0.02, 0.21], [-0.10, -0.21, 0.17], [0.15, 0.00, 0.12], [-0.34, -0.05, -0.33], [-0.10, -0.05, -0.12], [-0.06, 0.09, 0.17], [0.75, -0.09, 0.95], [0.17, -0.02, -0.08], [-0.23, -0.06, -0.10], [0.07, 0.01, -0.04], [-0.02, 0.03, 0.12], [-0.09, -0.01, 0.10], [0.18, 0.12, 0.07], [0.05, 0.11, 0.20], [0.12, 0.01, -0.11]]}

***

{"formula": "C31H32N7O3RuS3Sb", "method": "wB97M-V/def2-TZVPD", "spin_multiplicity": 2, "energy_ev": -90860.6881, "homo_ev": [-10.1, -10.1], "max_force_ha_per_bohr": 0.0306, "homo_lumo_gap_ev": [6.79, 5.97], "charge": 1, "e_above_lowest_ev": 0.4880, "elements": ["Ru", "C", "C", "N", "C", "C", "S", "C", "C", "S", "C", "N", "C", "H", "H", "H", "H", "H", "H", "H", "H", "C", "C", "C", "C", "C", "C", "C", "S", "O", "O", "N", "C", "C", "C", "C", "C", "C", "C", "C", "N", "C", "H", "H", "H", "H", "H", "H", "H", "H", "H", "H", "H", "H", "H", "C", "Sb", "C", "C", "H", "H", "H", "H", "H", "H", "H", "H", "H", "N", "C", "O", "C", "C", "N", "C", "N", "H", "H"], "positions_angstrom": [[0.701503, -0.197851, 1.008023], [-1.354002, -1.029699, 3.914487], [0.068122, -0.620680, 4.072418], [0.914100, -0.258620, 3.128337], [2.187655, -0.098917, 3.639892], [2.293403, -0.251576, 4.981829], [0.771801, -0.672155, 5.619363], [3.246832, 0.123290, 2.670599], [4.531090, 0.482641, 2.907239], [5.389202, 0.495214, 1.436264], [3.989142, 0.025902, 0.579250], [2.927099, -0.113363, 1.343320], [4.068741, -0.200681, -0.884267], [-1.431286, -1.788503, 3.134922], [-1.970266, -0.169003, 3.668219], [-1.729848, -1.440224, 4.850075], [3.181890, -0.200791, 5.587857], [4.992340, 0.712518, 3.852815], [5.103035, -0.354545, -1.187924], [3.670265, 0.647487, -1.441161], [3.500971, -1.085239, -1.157282], [-4.139619, -1.611296, -5.117605], [-2.869918, -1.361079, -4.356205], [-2.731569, -1.803560, -3.039298], [-1.548237, -1.611305, -2.351856], [-0.488662, -0.969417, -2.981658], [-0.593235, -0.538577, -4.294712], [-1.789328, -0.728760, -4.968094], [1.000527, -0.779484, -2.071807], [1.103921, -1.906599, -1.162543], [2.054564, -0.519652, -3.009408], [0.759049, 0.406561, -0.990111], [0.901460, 1.746016, -1.270254], [1.003030, 2.347239, -2.506697], [1.124472, 3.746442, -2.599898], [1.152553, 4.550198, -1.495656], [1.064446, 3.967834, -0.211987], [1.096444, 4.704859, 0.989686], [1.007082, 4.046474, 2.183495], [0.891638, 2.651010, 2.196415], [0.852325, 1.919873, 1.095483], [0.941763, 2.567456, -0.111111], [-4.981621, -1.760719, -4.443607], [-4.042409, -2.510552, -5.729034], [-4.371395, -0.782897, -5.786296], [-3.544229, -2.333785, -2.556796], [-1.425395, -2.008364, -1.351718], [0.254922, -0.081011, -4.786981], [-1.879883, -0.397059, -5.995247], [0.997547, 1.754218, -3.409297], [1.196310, 4.189601, -3.584546], [1.247739, 5.623815, -1.586169], [1.193515, 5.782622, 0.952451], [1.027219, 4.576112, 3.125226], [0.812865, 2.129685, 3.139508], [-2.285990, 1.474837, -0.991388], [-1.854865, 0.409834, 0.798522], [-3.472955, -0.947638, 0.791272], [-2.624375, 1.916190, 2.107262], [-3.353356, 1.362496, -1.182331], [-1.730339, 1.078991, -1.836480], [-2.057484, 2.532734, -0.863289], [-4.365063, -0.334881, 0.659354], [-3.542247, -1.508689, 1.720456], [-3.372555, -1.660943, -0.020566], [-3.347411, 2.478093, 1.516550], [-1.853554, 2.598987, 2.459967], [-3.145440, 1.483788, 2.957920], [1.899679, -3.373320, 1.479917], [0.593459, -3.233566, 1.146179], [0.012460, -2.097085, 1.376159], [-0.139648, -4.305511, 0.653778], [-1.480677, -4.113419, 0.258844], [-2.576935, -3.945332, -0.059647], [0.501988, -5.552654, 0.442316], [1.034873, -6.556726, 0.251816], [2.389627, -4.189742, 1.146172], [2.441094, -2.527563, 1.549284]], "forces_ev_per_angstrom": [[-0.54, 1.22, 0.84], [0.03, 0.03, -0.03], [-0.08, -0.02, 0.09], [-0.20, -0.57, 0.17], [0.12, 0.19, -0.08], [-0.02, -0.02, -0.09], [0.06, -0.02, 0.07], [-0.06, 0.13, 0.05], [-0.08, -0.03, -0.04], [0.06, -0.02, 0.05], [-0.01, 0.02, -0.06], [0.16, -0.32, -0.16], [0.03, -0.06, -0.01], [0.00, 0.06, -0.03], [-0.09, 0.04, -0.07], [0.00, -0.01, -0.01], [-0.01, 0.01, 0.01], [0.01, 0.02, -0.01], [0.01, 0.06, 0.00], [-0.04, -0.02, 0.01], [0.00, 0.00, 0.02], [-0.02, 0.01, 0.00], [-0.01, -0.02, 0.04], [0.02, 0.02, -0.04], [0.01, -0.07, 0.00], [0.01, -0.08, 0.13], [0.01, 0.11, -0.01], [-0.01, 0.02, -0.01], [-0.36, -0.85, 0.30], [0.30, 0.01, -0.50], [-0.10, 0.32, -0.02], [0.29, -0.16, -0.16], [0.06, 0.14, 0.05], [-0.02, 0.02, 0.05], [0.00, 0.01, -0.08], [0.01, 0.05, 0.05], [-0.02, -0.05, -0.03], [0.00, -0.03, 0.02], [0.02, 0.08, 0.02], [-0.05, -0.16, -0.02], [0.41, 0.18, 0.18], [-0.09, -0.13, -0.15], [0.00, 0.00, 0.00], [0.00, 0.00, 0.00], [0.01, 0.00, 0.00], [0.00, -0.01, 0.00], [0.00, -0.01, 0.00], [0.00, -0.02, 0.00], [0.00, 0.00, 0.00], [0.00, -0.02, 0.02], [0.00, 0.00, 0.01], [0.00, 0.00, 0.01], [-0.01, 0.00, 0.00], [0.00, 0.00, 0.00], [0.01, -0.04, -0.01], [-0.02, -0.01, -0.04], [-0.05, 0.03, -0.47], [-0.02, 0.01, 0.15], [0.00, -0.06, 0.00], [0.00, 0.02, 0.02], [-0.03, 0.00, 0.02], [0.04, -0.01, 0.03], [-0.02, -0.05, 0.00], [0.03, 0.03, 0.01], [0.03, 0.01, -0.03], [0.01, 0.02, 0.02], [0.03, -0.03, -0.02], [0.00, -0.02, 0.04], [0.10, -0.02, -0.05], [0.05, -0.01, 0.22], [0.00, 0.08, -0.52], [0.27, 0.03, 0.08], [-0.16, -0.03, 0.09], [0.03, 0.07, -0.03], [-0.18, -0.13, -0.17], [0.11, 0.07, 0.10], [-0.01, -0.01, 0.00], [-0.02, 0.00, -0.03]]}

***

{"formula": "C31H32N7O4PtS2Si", "method": "wB97M-V/def2-TZVPD", "spin_multiplicity": 5, "energy_ev": -84071.1957, "homo_ev": [-7.5, -10.8], "max_force_ha_per_bohr": 0.0361, "homo_lumo_gap_ev": [4.56, 6.12], "charge": 1, "e_above_lowest_ev": 1.0771, "elements": ["Pt", "C", "C", "N", "O", "C", "C", "N", "O", "H", "H", "H", "H", "H", "H", "H", "N", "C", "C", "C", "C", "C", "C", "S", "O", "O", "N", "C", "N", "C", "C", "C", "N", "H", "H", "H", "H", "H", "H", "H", "H", "H", "C", "C", "C", "C", "C", "C", "Si", "C", "C", "C", "C", "C", "C", "H", "H", "H", "H", "H", "H", "H", "H", "H", "H", "H", "S", "C", "N", "C", "C", "C", "C", "H", "H", "H", "H", "H"], "positions_angstrom": [[-0.220644, -0.481013, 0.789720], [1.093361, -3.384628, 3.902037], [0.877581, -2.473598, 2.734776], [-0.337012, -2.022848, 2.383430], [-1.467600, -2.484318, 3.036100], [1.939445, -2.039887, 1.933217], [3.365463, -2.307687, 2.282196], [1.596625, -1.363588, 0.823254], [2.626553, -0.963964, -0.018800], [0.156958, -3.838015, 4.215709], [1.519914, -2.844446, 4.748216], [1.794804, -4.167651, 3.628495], [-1.568239, -2.012752, 3.882781], [3.516232, -2.156682, 3.349451], [4.006201, -1.621511, 1.734230], [3.654023, -3.328247, 2.032636], [1.630074, 6.529424, -4.086440], [0.924511, 5.412182, -3.813590], [1.566765, 4.163181, -3.739108], [0.841331, 3.024295, -3.478956], [-0.530955, 3.109490, -3.289132], [-1.191050, 4.328770, -3.359913], [-0.468258, 5.470241, -3.619541], [-1.415318, 1.655955, -2.891596], [-2.774347, 1.667918, -3.290719], [-0.597406, 0.478523, -3.350357], [-1.176500, 1.285407, -1.317052], [-1.952953, 1.572744, -0.237721], [-1.932272, 0.655314, 0.753344], [-2.746929, 0.896694, 1.816273], [-3.494646, 2.054450, 1.883573], [-3.397268, 2.949497, 0.828709], [-2.633009, 2.689633, -0.248646], [2.625476, 6.489235, -4.215390], [1.179084, 7.424866, -4.130243], [2.632116, 4.100731, -3.896181], [1.315428, 2.056456, -3.455670], [-2.259524, 4.354070, -3.219296], [-0.964297, 6.426269, -3.685946], [-2.776749, 0.129639, 2.576246], [-4.135193, 2.254000, 2.725405], [-3.925483, 3.888836, 0.802340], [3.617919, -3.367867, -3.245849], [2.500412, -3.687318, -2.494709], [2.149935, -2.918044, -1.399330], [2.913233, -1.806300, -1.076591], [4.028432, -1.468205, -1.836687], [4.385453, -2.263494, -2.909081], [-0.274739, -0.224247, -1.647787], [-1.325430, -1.804127, -1.911931], [-1.589274, -2.695841, -0.866029], [-2.374271, -3.815517, -1.058998], [-2.921889, -4.070132, -2.306969], [-2.663678, -3.205270, -3.358080], [-1.870532, -2.087678, -3.168196], [3.895346, -3.983132, -4.086248], [1.893581, -4.542521, -2.748599], [1.293779, -3.170669, -0.791095], [4.606001, -0.598422, -1.568113], [5.269540, -2.023543, -3.482947], [1.138595, 0.178371, -1.791583], [-1.175491, -2.500801, 0.122892], [-2.564044, -4.486397, -0.236595], [-3.543219, -4.937597, -2.461944], [-3.087057, -3.390881, -4.333631], [-1.676292, -1.418878, -3.991453], [0.811670, 1.344972, 2.329965], [-0.157643, 1.268984, 3.758669], [-0.776348, 2.446558, 4.128183], [-1.389883, 2.581980, 5.346200], [-1.520214, 1.507495, 6.171126], [-0.998171, 0.260503, 5.783129], [-0.273520, 0.175332, 4.590005], [-0.643840, 3.252688, 3.536020], [-1.738574, 3.568634, 5.598394], [-1.993970, 1.623283, 7.131603], [-1.103058, -0.596161, 6.426717], [0.260948, -0.722744, 4.331702]], "forces_ev_per_angstrom": [[0.99, -0.15, 1.56], [-0.09, 0.10, -0.06], [-0.36, -0.04, 0.13], [-0.06, 0.53, -0.55], [0.03, -0.12, -0.08], [0.18, 0.05, -0.42], [-0.05, 0.04, -0.15], [-0.14, -0.21, -0.16], [0.15, 0.42, 0.45], [0.02, -0.03, -0.02], [0.01, 0.05, 0.09], [0.04, -0.12, 0.04], [0.25, 0.21, -0.18], [0.03, -0.04, 0.03], [0.04, -0.06, 0.05], [0.06, -0.08, -0.01], [0.12, 0.16, 0.00], [-0.14, -0.25, 0.02], [-0.15, -0.13, 0.07], [0.23, 0.02, -0.08], [-0.42, -0.66, 0.09], [-0.07, 0.12, -0.02], [-0.03, -0.09, 0.03], [-0.07, 0.95, -0.48], [-0.16, 0.38, 0.02], [0.04, 0.53, -0.13], [0.36, -0.54, -0.45], [-0.44, 0.12, 0.32], [-0.70, 0.61, 0.67], [0.51, -0.08, -0.82], [-0.10, 0.01, -0.08], [0.66, -0.59, -0.65], [-0.81, 0.66, 0.62], [-0.08, 0.06, 0.00], [0.06, 0.00, -0.02], [0.12, -0.03, -0.04], [0.21, -0.06, 0.04], [-0.15, 0.14, 0.02], [-0.11, 0.07, 0.00], [0.14, 0.03, 0.10], [-0.04, -0.04, 0.12], [-0.13, 0.10, 0.11], [-0.05, -0.16, -0.09], [0.13, 0.00, -0.10], [-0.17, 0.29, 0.40], [-0.09, -0.39, -0.22], [-0.12, 0.10, 0.26], [-0.06, 0.03, 0.01], [-0.10, -1.48, -0.13], [0.59, 0.40, -0.07], [0.19, 0.23, 0.07], [-0.09, -0.06, -0.02], [0.09, 0.09, -0.05], [-0.09, -0.04, -0.08], [0.16, 0.22, 0.17], [0.04, -0.07, -0.11], [-0.03, -0.11, -0.05], [-0.05, -0.07, -0.01], [0.10, 0.12, 0.07], [0.01, 0.05, -0.02], [0.04, -0.54, 0.23], [-0.13, -0.31, -0.18], [-0.03, -0.08, 0.13], [-0.07, -0.12, -0.01], [-0.03, -0.06, -0.08], [-0.06, -0.05, -0.14], [0.33, -0.16, -0.62], [0.02, -1.14, 0.49], [-0.03, 0.69, -0.66], [-0.36, -0.02, 0.89], [0.01, 0.30, -0.28], [-0.37, -0.42, 0.54], [0.28, 0.75, -0.71], [0.00, -0.14, 0.08], [-0.03, 0.10, 0.04], [-0.11, 0.10, 0.06], [0.06, -0.10, 0.11], [0.09, 0.02, -0.05]]}